(1)
DFT (wB97M-V/def2-TZVPD) results for a structure of composition C21H40Cl2F4N2O23PdS4 in a non-equilibrium geometry.

Values from the calculation:
Multiplicity   3
E_HOMO (alpha / beta)   -0.38326 / -0.38328 Ha
Charge   0
Frontier orbital gap (alpha / beta)   0.39120 / 0.25859 Ha
LUMO energy (alpha / beta)   0.008 / -0.125 Ha
Expectation value of S²   2.003

Each line ends with the Löwdin spin population.
Cartesian coordinates (Å):
Pd  1.7495  1.7874  1.4346  1.63
N  2.0319  3.6584  2.2982  0.07
S  3.1472  4.2204  3.3483  0.01
O  2.6917  4.2927  4.6851  0.00
O  3.9862  5.2283  2.8422  0.01
F  4.0906  2.9348  3.3108  0.00
S  1.0983  5.0085  2.0140  0.01
O  1.7468  5.9845  1.2504  0.01
O  0.3381  5.3845  3.1425  0.01
F  0.0892  4.2866  1.0474  0.01
N  0.8422  0.6689  -0.1505  0.04
S  0.5356  1.4488  -1.5532  0.01
O  -0.2772  0.7579  -2.4961  0.01
O  1.5884  2.2559  -2.0562  0.00
F  -0.4996  2.4680  -0.9548  0.00
S  0.3851  -0.8439  -0.4708  0.00
O  1.1626  -1.5104  -1.4567  0.00
O  -0.9962  -1.1258  -0.3063  0.00
F  1.0238  -1.4705  0.8847  0.00
Cl  1.6195  3.8483  -6.2638  0.00
C  1.1911  2.6575  -5.0151  0.00
C  1.3774  1.2111  -5.4170  0.00
Cl  0.7000  0.8942  -7.0726  0.00
H  0.1742  2.8303  -4.6785  0.00
H  1.8956  2.8454  -4.2149  0.00
H  0.7824  0.5642  -4.7851  0.00
H  2.4173  0.9336  -5.5369  0.00
C  -3.6839  -3.8529  0.1961  0.00
C  -3.7945  -2.3350  0.1910  0.00
O  -3.6755  -1.9799  1.5547  0.00
C  -3.8456  -3.0944  2.3211  0.00
O  -3.7569  -3.0959  3.4995  0.00
O  -4.1218  -4.1603  1.5483  0.00
H  -2.6554  -4.2106  0.1591  0.00
H  -4.2997  -4.3181  -0.5582  0.00
H  -4.7191  -2.0110  -0.2982  0.00
H  -3.0198  -1.9187  -0.4462  0.00
C  -0.3185  -1.9992  4.7670  0.00
C  0.4189  -0.7656  4.2641  0.00
O  1.7682  -0.7901  4.7453  0.00
C  2.6824  -0.2603  3.9677  0.01
O  2.4806  0.5558  3.0811  0.05
O  3.8603  -0.7316  4.2893  0.00
C  4.9912  -0.0790  3.7404  0.00
H  -1.0003  -2.4191  4.0339  0.00
H  -0.7748  -1.8131  5.7379  0.00
H  0.4205  -2.7834  4.9588  0.00
H  -0.0984  0.1413  4.5564  0.00
H  0.3995  -0.8031  3.1729  0.00
H  5.0415  -0.2249  2.6641  0.00
H  5.8692  -0.5431  4.1800  0.00
H  4.9984  0.9758  3.9960  0.00
C  -5.4987  -5.5864  -5.0453  0.00
C  -4.1059  -5.8301  -4.5120  0.00
O  -3.2136  -4.7665  -4.7714  0.00
C  -3.0047  -3.8531  -3.8286  0.00
O  -3.4884  -3.8720  -2.7207  0.00
O  -2.1977  -2.9362  -4.3167  0.00
C  -2.0561  -1.7081  -3.5735  0.00
H  -6.0391  -4.8342  -4.4705  0.00
H  -6.0629  -6.5149  -5.0473  0.00
H  -5.3968  -5.1813  -6.0558  0.00
H  -3.6603  -6.7260  -4.9435  0.00
H  -4.1755  -6.0640  -3.4440  0.00
H  -2.9787  -1.5020  -3.0329  0.00
H  -1.7603  -0.9489  -4.2826  0.00
H  -1.2891  -1.8741  -2.8188  0.00
C  5.0857  -1.0248  -0.3995  0.00
C  4.3026  -0.2947  -1.4242  0.00
O  4.6996  1.0776  -1.5742  0.00
C  4.3816  1.9139  -0.6249  0.01
O  3.7137  1.6386  0.3643  0.05
O  4.8604  3.1035  -0.9273  0.00
C  4.2106  4.2503  -0.3599  0.00
H  4.7386  -2.0475  -0.2345  0.00
H  5.1509  -0.5681  0.5855  0.00
H  6.1293  -1.1787  -0.7043  0.00
H  3.2548  -0.3418  -1.1306  0.00
H  4.3936  -0.7270  -2.4138  0.00
H  3.1910  4.0881  -0.0285  0.00
H  4.2457  4.9983  -1.1473  0.00
H  4.7630  4.6513  0.4895  0.00
C  -3.7573  1.3358  -0.5719  0.00
C  -3.4791  1.1386  0.9055  0.00
O  -2.0515  1.3051  1.1030  0.00
C  -1.5247  1.6595  2.2365  0.01
O  -0.3300  1.8886  2.3646  0.06
O  -2.4006  1.7863  3.2132  0.00
C  -1.9579  2.0747  4.5437  0.00
H  -3.8150  0.3717  -1.0780  0.00
H  -2.9284  1.8553  -1.0526  0.00
H  -4.6487  1.9314  -0.7465  0.00
H  -3.7335  0.1369  1.2399  0.00
H  -4.0223  1.8846  1.4771  0.00
H  -0.9237  2.4148  4.5119  0.00
H  -2.1476  1.2370  5.2058  0.00
H  -2.5308  2.9353  4.8892  0.00



(2)
DFT (wB97M-V/def2-TZVPD) results for a cluster of 8 separate species, C21H40Cl2O30PS7 in total in a non-equilibrium geometry.

Values from the calculation:
Multiplicity   1
E_HOMO   -0.44071 Ha
Charge   +1
Frontier orbital gap   0.29189 Ha
LUMO energy   -0.149 Ha

Each line ends with the Mulliken charge.
Cartesian coordinates (Å):
C  1.5096  -2.3869  1.7157  -0.89
C  1.9719  -0.8427  1.2865  0.46
Cl  1.0638  0.3214  2.4172  -0.15
C  1.7006  -0.5518  -0.3136  0.45
P  3.1701  0.5156  -1.0189  0.31
C  4.7522  -0.5692  -0.6877  -0.50
C  5.9873  -0.2391  -1.7202  -0.03
O  6.2521  0.9527  -2.2773  -0.48
C  3.1523  2.1415  0.0064  -0.39
C  4.2911  2.2175  1.1829  0.38
O  4.4350  1.3816  2.2141  -0.42
Cl  5.4827  3.6807  1.0742  -0.14
H  1.0803  -2.8870  0.7485  0.23
H  2.4611  -2.9986  2.0837  0.31
H  0.7685  -2.3468  2.6221  0.28
H  3.1105  -0.7703  1.5618  0.08
H  1.7273  -1.5663  -0.9189  -0.12
H  0.7027  0.0587  -0.4825  -0.60
H  2.9798  0.7705  -2.4533  0.21
H  4.3897  -1.6861  -0.9028  0.29
H  5.0993  -0.5144  0.4433  0.52
H  6.7345  -1.1433  -1.9423  0.32
H  3.2673  3.0721  -0.7323  0.53
H  2.0962  2.2126  0.5579  0.27
C  0.0922  0.2380  5.9868  -0.07
C  -0.1662  1.2297  7.1180  -0.37
O  -1.5343  1.0427  7.4730  -0.32
S  -1.9341  -0.5209  7.2366  1.07
O  -1.8368  -1.2082  8.5052  -0.55
O  -3.1127  -0.5702  6.4030  -0.47
O  -0.6416  -0.9352  6.3334  -0.31
H  -0.2974  0.6149  5.0356  0.01
H  1.1546  0.0047  5.8770  0.36
H  0.0158  2.2636  6.8152  0.32
H  0.4455  0.9947  7.9955  0.31
C  -2.8988  2.0430  -0.3756  0.10
C  -3.8847  0.9434  0.0099  -0.32
O  -3.5295  -0.1763  -0.7981  -0.35
S  -1.9197  -0.1520  -1.0592  1.27
O  -1.2943  -1.0403  -0.1049  -0.50
O  -1.6862  -0.2351  -2.4822  -0.61
O  -1.6507  1.3822  -0.5778  -0.32
H  -3.1885  2.5194  -1.3178  0.00
H  -2.8052  2.8050  0.4028  0.20
H  -4.9229  1.2336  -0.1682  0.32
H  -3.7626  0.6548  1.0593  0.30
C  -1.1427  3.8661  -5.0103  -0.31
C  -0.6586  5.1060  -4.2632  -0.30
O  -1.8361  5.6967  -3.7182  -0.33
S  -2.9050  4.5171  -3.3629  1.15
O  -2.7861  4.2095  -1.9549  -0.46
O  -4.1640  4.8354  -3.9954  -0.60
O  -2.1878  3.3208  -4.2069  -0.31
H  -1.5656  4.1330  -5.9842  0.29
H  -0.3457  3.1308  -5.1498  0.29
H  -0.1409  5.8111  -4.9178  0.33
H  -0.0014  4.8329  -3.4307  0.23
C  -5.0103  -3.8875  5.3574  -0.28
C  -5.2687  -2.8958  6.4886  -0.21
O  -6.6368  -3.0828  6.8436  -0.33
S  -7.0365  -4.6464  6.6072  1.09
O  -6.9392  -5.3337  7.8758  -0.53
O  -8.2151  -4.6957  5.7736  -0.52
O  -5.7441  -5.0607  5.7040  -0.32
H  -5.3999  -3.5106  4.4062  0.31
H  -3.9478  -4.1208  5.2476  0.28
H  -5.0867  -1.8619  6.1858  0.26
H  -4.6570  -3.1308  7.3661  0.27
C  -4.8562  5.6607  0.5554  -0.23
C  -6.1341  6.2458  1.1506  -0.39
O  -6.8377  5.1307  1.6931  -0.31
S  -5.7576  4.0266  2.2171  1.11
O  -5.5811  4.2083  3.6408  -0.55
O  -6.0814  2.7516  1.6204  -0.54
O  -4.4484  4.6362  1.4606  -0.26
H  -5.0506  5.1979  -0.4176  0.20
H  -4.0687  6.4116  0.4494  0.35
H  -6.7438  6.7603  0.4040  0.32
H  -5.9072  6.9339  1.9718  0.31
C  2.3664  -4.0730  -4.5400  -0.21
C  2.5438  -3.5136  -3.1310  -0.42
O  3.1959  -2.2580  -3.3073  -0.06
S  2.7151  -1.6054  -4.7227  0.97
O  1.6550  -0.6612  -4.4473  -0.47
O  3.8897  -1.2676  -5.4925  -0.54
O  2.0464  -2.9494  -5.3587  -0.33
H  3.2992  -4.5100  -4.9109  0.07
H  1.5702  -4.8205  -4.5902  0.35
H  3.1395  -4.1713  -2.4936  0.42
H  1.5747  -3.3271  -2.6562  0.28
C  7.6697  -3.6081  -6.6751  -0.43
C  6.3918  -3.0230  -6.0798  -0.27
O  5.6882  -4.1381  -5.5373  -0.23
S  6.7684  -5.2422  -5.0134  1.09
O  6.9449  -5.0606  -3.5896  -0.56
O  6.4446  -6.5172  -5.6100  -0.53
O  8.0776  -4.6326  -5.7698  -0.30
H  7.4754  -4.0709  -7.6480  0.31
H  8.4573  -2.8572  -6.7810  0.33
H  5.7822  -2.5085  -6.8264  0.38
H  6.6187  -2.3349  -5.2586  0.19



- Which value of charge does entry 1 give?
  0